Molecular formula: C40H60O30
Method: DFT, the ωB97M-V functional and the def2-TZVPD basis

Geometry (Å):
C (-3.63, -3.24, 4.02)
C (-3.54, -4.49, 4.94)
C (-2.21, -5.04, 5.38)
O (-2.25, -5.23, 6.87)
C (-3.48, -4.76, 7.20)
O (-4.01, -4.72, 8.37)
O (-4.18, -4.16, 6.13)
H (-3.35, -3.52, 3.00)
H (-2.89, -2.51, 4.34)
H (-4.49, -2.61, 4.25)
H (-4.08, -5.29, 4.44)
H (-1.40, -4.37, 5.07)
H (-2.01, -5.96, 4.85)
C (1.34, 3.29, -0.23)
C (2.55, 3.56, 0.74)
C (2.82, 2.47, 1.80)
O (4.00, 1.86, 1.31)
C (4.42, 2.41, 0.14)
O (5.40, 2.01, -0.49)
O (3.68, 3.57, -0.08)
H (0.64, 2.74, 0.41)
H (1.66, 2.76, -1.12)
H (0.84, 4.20, -0.57)
H (2.29, 4.49, 1.25)
H (2.03, 1.74, 1.95)
H (3.09, 2.78, 2.81)
C (7.17, -2.45, -2.04)
C (7.15, -2.12, -0.54)
C (7.22, -0.71, -0.09)
O (6.19, -0.58, 0.88)
C (5.32, -1.52, 0.72)
O (4.21, -1.48, 1.27)
O (5.80, -2.41, -0.19)
H (6.39, -1.95, -2.60)
H (7.01, -3.53, -2.07)
H (8.11, -2.28, -2.56)
H (7.74, -2.72, 0.15)
H (6.73, -0.12, -0.87)
H (8.19, -0.34, 0.24)
C (3.41, 5.86, -6.12)
C (3.52, 5.00, -4.92)
C (2.53, 5.26, -3.86)
O (2.20, 3.88, -3.40)
C (2.52, 2.94, -4.35)
O (2.36, 1.70, -4.22)
O (3.24, 3.62, -5.29)
H (3.55, 6.92, -5.88)
H (2.41, 5.65, -6.49)
H (4.29, 5.59, -6.70)
H (4.46, 5.19, -4.40)
H (1.64, 5.81, -4.18)
H (3.05, 5.86, -3.11)
C (-6.52, -5.86, 2.89)
C (-6.35, -5.63, 1.36)
C (-4.88, -5.36, 0.95)
O (-4.78, -6.21, -0.22)
C (-5.99, -6.86, -0.41)
O (-6.18, -7.63, -1.36)
O (-6.81, -6.71, 0.57)
H (-7.60, -5.90, 3.03)
H (-6.18, -4.92, 3.32)
H (-6.10, -6.75, 3.37)
H (-6.85, -4.74, 0.99)
H (-4.31, -5.75, 1.79)
H (-4.77, -4.28, 0.86)
C (1.15, 2.53, 6.14)
C (0.01, 1.46, 6.33)
C (-1.45, 1.76, 5.95)
O (-1.78, 0.75, 5.05)
C (-0.73, -0.06, 4.75)
O (-0.85, -1.01, 3.97)
O (0.35, 0.34, 5.46)
H (2.13, 2.13, 6.36)
H (1.04, 3.41, 6.77)
H (1.13, 2.90, 5.11)
H (0.19, 1.08, 7.33)
H (-1.70, 2.80, 5.74)
H (-2.13, 1.57, 6.78)
C (-5.85, 2.81, 0.33)
C (-4.71, 2.89, 1.34)
C (-4.64, 1.94, 2.57)
O (-3.37, 1.28, 2.42)
C (-2.68, 1.93, 1.47)
O (-1.44, 1.80, 1.24)
O (-3.52, 2.73, 0.74)
H (-5.63, 1.91, -0.24)
H (-5.94, 3.56, -0.45)
H (-6.80, 2.67, 0.85)
H (-4.62, 3.95, 1.56)
H (-5.57, 1.39, 2.44)
H (-4.73, 2.54, 3.48)
C (-4.10, 3.63, -2.81)
C (-2.63, 3.80, -3.18)
C (-1.61, 3.18, -2.29)
O (-0.63, 2.62, -3.21)
C (-1.16, 2.49, -4.38)
O (-0.74, 1.96, -5.35)
O (-2.31, 3.18, -4.39)
H (-4.62, 4.06, -3.66)
H (-4.27, 4.33, -1.99)
H (-4.28, 2.58, -2.60)
H (-2.38, 4.86, -3.13)
H (-1.90, 2.38, -1.61)
H (-1.27, 3.90, -1.55)
C (0.12, -0.55, -1.96)
C (0.34, -1.62, -0.90)
C (0.70, -1.09, 0.58)
O (-0.34, -1.74, 1.26)
C (-1.19, -2.45, 0.44)
O (-2.15, -3.09, 0.88)
O (-0.84, -2.35, -0.84)
H (-0.78, 0.00, -1.68)
H (-0.03, -0.95, -2.95)
H (0.92, 0.19, -2.07)
H (1.00, -2.41, -1.26)
H (0.56, -0.01, 0.58)
H (1.71, -1.49, 0.68)
C (3.82, -1.39, -7.02)
C (4.37, -1.49, -5.60)
C (3.52, -1.32, -4.35)
O (3.79, -2.32, -3.45)
C (4.40, -3.28, -4.08)
O (4.85, -4.33, -3.65)
O (4.80, -2.73, -5.37)
H (3.16, -2.18, -7.38)
H (4.56, -1.06, -7.74)
H (3.24, -0.46, -6.97)
H (5.03, -0.63, -5.44)
H (2.44, -1.41, -4.46)
H (3.64, -0.34, -3.90)

The calculation puts the LUMO energy (alpha / beta) at -2.98 / -9.55 eV. The value obtained for the molecular weight is 1020.89 g mol⁻¹. Its charge is +1. The multiplicity is 2. Its HOMO-LUMO gap (alpha / beta) is 8.343 / 1.767 eV. The relative energy (zero: lowest compared OMol25 entry of this formula, charge and spin) comes out at 357.3 kJ/mol.

***

Molecular formula: C3H6S3
Method: DFT, the ωB97M-V functional and the def2-TZVPD basis

Geometry (Å):
C (0.25, 0.24, -0.20)
C (-0.13, -0.56, -1.13)
C (-0.33, 0.01, 1.14)
S (0.84, 0.01, -3.36)
S (-1.43, 1.48, 1.46)
S (0.87, -0.33, 2.38)
H (0.95, 0.97, -0.26)
H (-0.64, -1.44, -1.23)
H (-0.86, -1.02, 1.17)
H (1.50, -1.16, -3.17)
H (-2.49, 1.08, 0.70)
H (1.48, 0.73, 2.51)

The calculation puts the LUMO energy (alpha / beta) at 0.77 / -2.78 eV. The value obtained for the molecular weight is 138.28 g mol⁻¹. Its charge is 0. The multiplicity is 3. Its HOMO-LUMO gap (alpha / beta) is 7.652 / 6.132 eV. The relative energy (zero: lowest compared OMol25 entry of this formula, charge and spin) comes out at 233.3 kJ/mol.

***

- The highest multiplicity belongs to which entry?
  C3H6S3

***

- What is the molecular weight in the first record?
  1020.89 g mol⁻¹

***

- Which of these has the highest molecular weight?
  C40H60O30